(1)
DFT (the ωB97M-V functional and the def2-TZVPD basis) results for a single C4H4O molecule.

CARTESIAN COORDINATES (ANGSTROEM)
O  -1.642  -0.855  0.687
C  -0.421  -0.232  0.363
C  0.344  -0.006  -0.848
C  1.055  -0.149  0.449
C  0.231  1.070  0.164
H  -2.181  -1.140  -0.048
H  0.408  -0.283  -1.873
H  1.942  -0.541  0.937
H  0.265  2.136  0.171

Forces on the atoms, in the same order (eV/Å):
O 1.65 0.70 1.32
C -1.94 -0.54 -0.44
C 0.59 -0.20 -0.08
C -0.19 -0.74 0.46
C -0.06 0.04 -0.24
H 0.47 0.21 -0.70
H 0.03 0.11 -0.25
H -0.45 0.32 -0.32
H -0.10 0.09 0.25

Computed properties:
Multiplicity ... 1
Relative energy (zero: lowest compared OMol25 entry of this formula, charge and spin) ... 4.921 eV
LUMO ... 0.03250 Ha
DFT total energy ... -6254.45824 eV
SMILES ... O[C@]12[C@@H]3[C@H]1[C@@H]32
Orbital gap ... 0.3465 Ha

---

(2)
DFT (the ωB97M-V functional and the def2-TZVPD basis) results for a single C4H4O molecule.

CARTESIAN COORDINATES (ANGSTROEM)
O  -0.369  -1.091  2.123
C  -0.164  -0.450  1.143
C  0.715  0.337  0.340
C  0.272  -0.179  -1.001
C  -0.760  0.123  -0.009
H  1.142  1.160  0.692
H  0.304  0.607  -1.842
H  0.389  -1.290  -1.403
H  -1.529  0.783  -0.043

Forces on the atoms, in the same order (eV/Å):
O 0.12 0.08 0.93
C -0.30 -1.68 0.01
C -0.40 -3.21 -0.92
C 0.39 -0.30 -2.65
C -0.19 -1.37 -0.19
H 2.20 3.51 0.67
H 0.12 -1.39 1.31
H 0.15 2.48 1.19
H -2.09 1.89 -0.34

Computed properties:
Multiplicity ... 1
Relative energy (zero: lowest compared OMol25 entry of this formula, charge and spin) ... 2.466 eV
LUMO ... 0.03372 Ha
DFT total energy ... -6256.91383 eV
SMILES ... O=C1[C@H]2C[C@@H]12
Orbital gap ... 0.3839 Ha

---

(3)
DFT (the ωB97M-V functional and the def2-TZVPD basis) results for a single C4H4O molecule.

CARTESIAN COORDINATES (ANGSTROEM)
C  -1.837  0.254  -0.469
C  -1.325  -0.766  -0.028
C  0.167  -0.734  -0.015
C  1.068  0.403  0.315
O  0.762  -0.649  1.234
H  -2.219  1.170  -0.821
H  0.537  -1.433  -0.751
H  0.746  1.410  0.593
H  2.101  0.345  -0.057

Forces on the atoms, in the same order (eV/Å):
C -0.74 -0.78 0.30
C 0.34 2.35 -0.71
C 0.42 -0.59 0.06
C 0.06 -0.13 -0.10
O 0.69 -0.42 0.51
H -0.60 0.29 -0.18
H 0.53 -0.41 0.19
H -0.28 -0.40 -0.09
H -0.42 0.10 0.02

Computed properties:
Multiplicity ... 1
Relative energy (zero: lowest compared OMol25 entry of this formula, charge and spin) ... 4.131 eV
LUMO ... 0.01503 Ha
DFT total energy ... -6255.24788 eV
SMILES ... C#C[C@H]1CO1
Orbital gap ... 0.3728 Ha

---

(4)
DFT (the ωB97M-V functional and the def2-TZVPD basis) results for a single C4H4O2 molecule.

CARTESIAN COORDINATES (ANGSTROEM)
O  1.630  -0.705  -0.830
C  0.413  -0.978  -0.219
C  0.019  -0.027  0.870
O  0.504  1.251  0.514
C  -0.911  -0.330  -0.618
C  -0.760  0.961  -0.108
H  1.755  0.256  -0.791
H  0.341  -2.047  -0.038
H  -0.365  -0.176  1.873
H  -1.539  1.687  0.110

Forces on the atoms, in the same order (eV/Å):
O 0.05 0.23 -0.06
C -0.11 -0.24 0.19
C 0.22 -0.28 0.47
O -0.09 -0.07 -0.07
C 0.06 0.20 -0.08
C -0.33 0.23 -0.18
H 0.06 -0.14 -0.06
H -0.03 0.16 -0.02
H 0.06 0.02 -0.15
H 0.11 -0.12 -0.06

Computed properties:
Multiplicity ... 1
Relative energy (zero: lowest compared OMol25 entry of this formula, charge and spin) ... 4.733 eV
LUMO ... 0.03025 Ha
DFT total energy ... -8302.34450 eV
Orbital gap ... 0.3525 Ha

---

(5)
DFT (the ωB97M-V functional and the def2-TZVPD basis) results for a single C4H4O2 molecule.

CARTESIAN COORDINATES (ANGSTROEM)
O  -0.584  2.210  -0.299
C  -0.611  1.147  0.269
C  -1.090  -0.224  -0.135
C  -0.053  -1.043  0.047
C  1.225  -0.291  -0.090
O  1.486  -0.392  -1.268
H  -0.267  0.986  1.323
H  -2.101  -0.444  -0.470
H  0.089  -2.118  -0.034
H  1.906  0.168  0.657

Forces on the atoms, in the same order (eV/Å):
O -0.25 -0.94 0.22
C -1.08 0.72 0.52
C -0.08 -0.17 0.12
C -0.79 -0.03 0.73
C 0.89 -1.51 -1.13
O 1.71 0.88 0.07
H 0.35 0.97 -0.24
H 0.24 -0.06 0.11
H -0.56 0.20 -0.23
H -0.42 -0.08 -0.17

Computed properties:
Multiplicity ... 1
Relative energy (zero: lowest compared OMol25 entry of this formula, charge and spin) ... 2.549 eV
LUMO ... -0.00666 Ha
DFT total energy ... -8304.52828 eV
SMILES ... O=C/C=C\C=O
Orbital gap ... 0.3521 Ha

---

(6)
DFT (the ωB97M-V functional and the def2-TZVPD basis) results for a single C4H4O2 molecule.

CARTESIAN COORDINATES (ANGSTROEM)
O  -2.592  0.722  0.570
C  -1.614  1.420  0.471
C  -0.593  1.170  -0.546
C  0.160  0.231  -0.697
C  0.824  -1.063  -0.535
O  1.534  -1.115  0.682
H  -1.347  2.183  1.220
H  0.005  -1.784  -0.432
H  1.421  -1.345  -1.409
H  2.203  -0.419  0.677

Forces on the atoms, in the same order (eV/Å):
O 0.14 0.59 -0.05
C -0.36 -0.11 0.15
C 0.30 -0.71 0.12
C -0.31 0.29 0.11
C -0.14 -0.09 -0.27
O 0.35 0.05 -0.02
H -0.17 0.07 -0.08
H 0.20 -0.04 -0.10
H 0.03 0.05 0.11
H -0.04 -0.11 0.03

Computed properties:
Multiplicity ... 1
Relative energy (zero: lowest compared OMol25 entry of this formula, charge and spin) ... 2.753 eV
LUMO ... 0.00918 Ha
DFT total energy ... -8304.32416 eV
SMILES ... O=CC#CCO
Orbital gap ... 0.3884 Ha

---

(7)
DFT (the ωB97M-V functional and the def2-TZVPD basis) results for a single C4H4O2 molecule.

CARTESIAN COORDINATES (ANGSTROEM)
C  2.849  -0.280  -0.411
C  1.737  0.151  -0.223
C  0.396  0.184  0.352
O  0.204  -0.114  1.505
O  -0.560  0.482  -0.536
C  -1.879  0.131  -0.096
H  3.825  -0.672  -0.581
H  -2.577  0.789  -0.613
H  -2.048  -0.911  -0.384
H  -1.947  0.239  0.987

Forces on the atoms, in the same order (eV/Å):
C -0.70 0.41 -0.05
C 0.71 -0.65 0.23
C 0.02 -0.10 0.31
O 0.06 0.17 -0.45
O 0.31 -0.04 0.04
C -0.19 -0.04 0.03
H -0.04 0.17 -0.08
H 0.13 -0.08 0.06
H -0.14 0.16 0.11
H -0.16 0.01 -0.20

Computed properties:
Multiplicity ... 1
Relative energy (zero: lowest compared OMol25 entry of this formula, charge and spin) ... 1.661 eV
LUMO ... 0.02722 Ha
DFT total energy ... -8305.41659 eV
SMILES ... C#CC(=O)OC
Orbital gap ... 0.4169 Ha

---

(8)
DFT (the ωB97M-V functional and the def2-TZVPD basis) results for a single C4H4O2 molecule.

CARTESIAN COORDINATES (ANGSTROEM)
O  -0.227  2.232  0.383
C  -0.129  1.101  -0.007
C  -1.066  -0.128  0.080
C  0.238  -0.934  0.067
O  0.805  -0.750  -1.211
C  1.088  0.246  -0.232
H  -1.724  -0.332  -0.768
H  -1.629  -0.120  1.017
H  0.508  -1.798  0.665
H  2.114  0.503  0.004

Forces on the atoms, in the same order (eV/Å):
O -0.13 -0.45 -0.33
C -0.05 0.52 0.21
C -0.14 0.01 0.03
C -0.09 -0.30 0.21
O -0.07 0.05 -0.08
C 0.32 0.28 0.20
H 0.14 0.03 0.12
H 0.09 0.00 -0.10
H -0.02 0.08 -0.20
H -0.05 -0.22 -0.07

Computed properties:
Multiplicity ... 1
Relative energy (zero: lowest compared OMol25 entry of this formula, charge and spin) ... 1.844 eV
LUMO ... 0.03440 Ha
DFT total energy ... -8305.23285 eV
SMILES ... O=C1C[C@H]2O[C@@H]12
Orbital gap ... 0.3921 Ha

---

Record order is preserved below.
E_HOMO: -8.54 -9.53 -9.74 -8.77 -9.76 -10.32 -10.60 -9.73 eV
Record order is preserved below.
Largest force on an atom: 2.23 4.19 2.48 0.60 2.08 0.78 0.99 0.57 eV Å⁻¹